1.
Molecular formula: C27H32CsN9O6S2Si
Method: DFT, the ωB97M-V functional and the def2-TZVPD basis

Positions of all 78 atoms, in Å:
Cs1 -1.0058 -0.1822 1.3268
C1 -1.7953 -5.6406 -0.7656
Si1 -1.1142 -4.3470 0.4408
C2 -2.5396 -3.1697 0.7662
C3 -0.8350 -5.2788 2.0714
N1 0.2252 -3.4458 -0.0711
C4 1.4400 -3.9417 -0.3341
C5 1.8287 -5.3146 -0.2130
C6 3.0996 -5.7831 -0.4885
C7 4.1052 -4.9253 -0.9234
C8 3.7749 -3.5829 -1.0848
C9 2.5028 -3.1213 -0.8159
O1 2.2391 -1.7596 -0.9959
C10 2.6914 -1.2008 -2.1550
C11 2.3531 -1.7429 -3.3926
C12 2.7346 -1.0823 -4.5501
C13 3.4503 0.1085 -4.4820
C14 3.7925 0.6304 -3.2412
C15 3.4221 -0.0260 -2.0755
H1 -2.7077 -6.0833 -0.3538
H2 -1.0864 -6.4468 -0.9696
H3 -2.0521 -5.1696 -1.7186
H4 -3.4963 -3.6734 0.9213
H5 -2.6725 -2.4609 -0.0545
H6 -2.3484 -2.6053 1.6821
H7 -1.7844 -5.6176 2.4983
H8 -0.3621 -4.6086 2.7955
H9 -0.1869 -6.1506 1.9569
H10 1.0746 -6.0193 0.1148
H11 3.3090 -6.8411 -0.3631
H12 5.1034 -5.2825 -1.1416
H13 4.5131 -2.8704 -1.4403
H14 1.7826 -2.6628 -3.4224
H15 2.4614 -1.4966 -5.5136
H16 3.7302 0.6291 -5.3897
H17 4.3388 1.5644 -3.1711
H18 3.6484 0.3846 -1.1009
C16 5.1624 -0.7599 2.3507
C17 4.0351 -1.4700 1.9621
C18 2.7723 -0.9081 2.0972
C19 2.6589 0.3900 2.5806
C20 3.7816 1.1040 2.9828
C21 5.0338 0.5257 2.8665
N2 1.3463 0.9498 2.7449
N3 1.2761 2.1531 2.4517
C22 -0.0282 2.7287 2.6575
C23 -0.8692 2.2965 3.6723
C24 -2.1135 2.8976 3.7878
C25 -2.4372 3.9106 2.9059
C26 -1.4984 4.2883 1.9509
N4 -0.3025 3.7273 1.8197
H19 6.1439 -1.2076 2.2503
H20 4.1261 -2.4626 1.5411
H21 1.9041 -1.4661 1.7576
H22 3.6527 2.1105 3.3580
H23 5.9144 1.0773 3.1732
H24 -0.5967 1.4354 4.2674
H25 -2.8519 2.5283 4.4854
H26 -3.4201 4.3569 2.9107
H27 -1.7432 5.0533 1.2231
N5 -0.4527 0.2445 -2.2062
N6 -0.1172 1.4218 -2.8686
C27 0.7572 2.3555 -2.4407
N7 0.9848 3.3686 -3.3250
N8 1.3333 2.1458 -1.2741
N9 2.2696 3.0563 -0.8525
O2 3.0599 2.6478 -0.0360
O3 2.2815 4.2269 -1.2552
H28 0.3777 -0.2343 -1.8695
H29 -1.0433 0.4788 -1.4228
H30 -0.3893 1.4452 -3.8360
H31 0.2312 3.5535 -3.9671
H32 1.4046 4.1778 -2.8828
O4 -5.2957 0.0158 1.3875
S1 -4.4903 1.1029 1.9382
O5 -3.1193 0.6035 2.2915
O6 -5.0956 1.7272 3.1231
S2 -4.1810 2.5110 0.4876

Atoms 1-2, force components in eV/Å:
0.832 -0.553 -0.902
0.081 0.009 -0.104

Output
LUMO energy   3.7 eV
Charge   -2

=====

2.
Molecular formula: C27H32F32O8S
Method: DFT, the ωB97M-V functional and the def2-TZVPD basis

Positions of all 100 atoms, in Å:
F1 -0.6251 -3.4692 8.0855
C1 -0.0073 -4.6262 7.7756
F2 0.6719 -5.0476 8.8638
C2 0.9844 -4.4246 6.6257
F3 1.9921 -3.6221 7.0294
F4 1.5060 -5.6661 6.3978
C3 0.4348 -3.9544 5.2776
O1 0.5366 -2.5728 4.9748
C4 -0.4093 -1.6620 5.3212
F5 -1.5162 -2.2273 5.8284
F6 -0.7786 -1.0185 4.1784
C5 0.1342 -0.5606 6.2450
F7 0.6250 -1.0944 7.3781
F8 -0.8843 0.2672 6.5664
H1 -0.7541 -5.3787 7.5098
H2 1.0658 -4.4237 4.5248
H3 -0.5750 -4.3289 5.1013
H4 0.9157 0.0007 5.7300
F9 -0.5946 4.2297 0.3033
C6 -0.7907 4.0581 -1.0175
F10 -1.7589 4.9141 -1.4207
C7 -1.2463 2.6304 -1.3295
F11 -2.4639 2.4020 -0.8030
F12 -1.3685 2.6041 -2.6955
C8 -0.2840 1.4882 -0.9848
O2 -0.5105 0.7927 0.2242
C9 0.0570 1.1688 1.4064
F13 0.9435 2.1676 1.2523
F14 0.7403 0.1007 1.8841
C10 -0.9966 1.5179 2.4706
F15 -1.7862 2.5176 2.0355
F16 -0.3513 1.9353 3.5843
H5 0.1306 4.2876 -1.5564
H6 -0.4635 0.7434 -1.7591
H7 0.7526 1.8156 -1.0782
H8 -1.6046 0.6446 2.7024
F17 3.0214 4.3517 -4.3498
C11 2.8378 5.0857 -3.2396
F18 2.4688 4.2498 -2.2378
C12 1.6948 6.0919 -3.4108
F19 0.5193 5.4237 -3.5047
F20 1.6767 6.7837 -2.2325
C13 1.7874 7.1381 -4.5222
O3 1.0730 6.8385 -5.6985
C14 1.6191 6.1874 -6.7684
F21 2.9529 6.0581 -6.6626
F22 1.3676 6.9424 -7.8604
C15 0.9416 4.8320 -7.0191
F23 1.0937 4.0264 -5.9434
F24 1.5293 4.2402 -8.0788
H9 3.7696 5.5899 -2.9751
H10 1.2788 8.0114 -4.1134
H11 2.8222 7.4214 -4.7195
H12 -0.1223 4.9819 -7.1837
F25 -2.9047 6.9595 -3.2037
C16 -2.1225 6.7500 -4.2784
F26 -1.8613 7.9453 -4.8550
C17 -2.8358 5.8583 -5.3015
F27 -3.9024 6.4908 -5.8179
F28 -1.9106 5.7069 -6.3111
C18 -3.1989 4.4335 -4.8678
O4 -4.5290 4.2115 -4.4517
C19 -4.9210 4.3473 -3.1508
F29 -3.8868 4.5696 -2.3272
F30 -5.4942 3.1781 -2.7779
C20 -6.0094 5.4206 -2.9868
F31 -5.5688 6.6114 -3.4345
F32 -6.3043 5.5375 -1.6745
H13 -1.1814 6.2905 -3.9662
H14 -3.0989 3.8389 -5.7752
H15 -2.4755 4.0529 -4.1441
H16 -6.9034 5.1286 -3.5404
C21 4.0480 -8.6805 1.3034
O5 3.6576 -7.6558 2.1851
C22 4.2389 -6.4181 1.8531
C23 3.5171 -5.3099 2.6083
O6 2.1117 -5.5234 2.6954
C24 1.3345 -4.7225 1.8561
S1 1.8318 -4.9683 0.0865
O7 0.0028 -4.9438 2.1218
C25 -0.6549 -6.0537 1.5154
C26 -0.1064 -7.4274 1.8647
C27 -0.9661 -8.4948 1.1766
O8 -0.0694 -7.6232 3.2729
H17 5.1399 -8.7634 1.2235
H18 3.6542 -9.6167 1.6971
H19 3.6376 -8.5134 0.2981
H20 5.2973 -6.4130 2.1474
H21 4.1780 -6.2552 0.7678
H22 3.8789 -5.2851 3.6400
H23 3.7376 -4.3376 2.1547
H24 1.5240 -3.6680 2.0993
H25 0.8144 -4.2708 -0.4277
H26 -0.7199 -5.9174 0.4322
H27 -1.6822 -6.0103 1.8975
H28 0.9260 -7.5306 1.5200
H29 -0.9841 -9.3737 1.8230
H30 -2.0019 -8.1643 1.0470
H31 -0.5556 -8.7849 0.2084
H32 -0.7338 -7.0686 3.6858

Atoms 1-2, force components in eV/Å:
-0.027 0.078 0.008
0.027 -0.074 -0.048

Output
LUMO energy   0.2 eV
SMILES   FC(F)C(F)(F)COC(F)(F)C(F)F.FC(F)C(F)(F)COC(F)(F)C(F)F.FC(F)C(F)(F)COC(F)(F)C(F)F.FC(F)C(F)(F)COC(F)(F)C(F)F.COCCO[C@@H](S)OC[C@H](C)O

=====

3.
Molecular formula: C27H32INS
Method: DFT, the ωB97M-V functional and the def2-TZVPD basis

Positions of all 62 atoms, in Å:
C1 2.0293 -4.4296 3.8751
C2 2.0320 -3.3281 3.4056
C3 2.2030 -2.0563 2.7593
C4 3.1849 -1.2114 3.2810
C5 3.3956 0.0352 2.7327
C6 2.6217 0.4592 1.6606
C7 1.6470 -0.3923 1.1435
C8 1.4108 -1.6666 1.6687
C9 0.3547 -2.6189 1.1371
C10 -1.0859 -2.0795 1.3333
C11 -2.1106 -2.4393 0.2414
C12 -1.6276 -2.2238 -1.1932
C13 -3.3234 -1.5170 0.4726
C14 -4.5009 -1.7488 -0.5009
C15 -4.6900 -0.4780 -1.3069
C16 -4.3725 -0.3371 -2.6157
C17 -4.8643 -1.2497 -3.7230
C18 -3.4970 0.8227 -3.0571
S1 0.6999 0.2184 -0.2349
C19 0.6176 1.9345 0.1992
C20 -0.4987 2.6994 -0.0917
C21 -0.5613 4.0444 0.2543
C22 0.5230 4.6064 0.9142
C23 1.6420 3.8387 1.2002
C24 1.7164 2.5015 0.8424
N1 2.9131 1.7595 1.1229
C25 3.6866 1.6303 -0.1621
C26 4.9362 2.4982 -0.1639
C27 5.8037 2.1254 -1.3674
I1 5.0082 2.9160 -3.2064
H1 1.7801 -5.4183 4.1751
H2 3.7692 -1.5595 4.1206
H3 4.1624 0.6969 3.1108
H4 0.4676 -3.5454 1.6937
H5 0.5986 -2.8402 0.0973
H6 -1.4551 -2.5405 2.2538
H7 -1.0337 -1.0107 1.5310
H8 -2.4300 -3.4780 0.3626
H9 -2.3937 -2.5049 -1.9173
H10 -1.4307 -1.1698 -1.3758
H11 -0.7532 -2.8200 -1.4526
H12 -2.9835 -0.4824 0.3798
H13 -3.6818 -1.6383 1.4978
H14 -4.3607 -2.5993 -1.1645
H15 -5.4171 -1.8962 0.0807
H16 -5.1074 0.3792 -0.7780
H17 -4.4786 -2.2664 -3.6052
H18 -4.5389 -0.8551 -4.6852
H19 -5.9510 -1.2354 -3.7310
H20 -2.6300 0.4070 -3.5692
H21 -4.0128 1.5554 -3.6880
H22 -3.1661 1.3463 -2.1612
H23 -1.3455 2.2492 -0.5968
H24 -1.4542 4.5924 -0.0086
H25 0.4762 5.6452 1.2129
H26 2.4799 4.3050 1.7029
H27 3.9594 0.5773 -0.2651
H28 3.0601 1.8646 -1.0226
H29 4.6222 3.5377 -0.2561
H30 5.5430 2.3117 0.7224
H31 6.8320 2.4537 -1.2584
H32 5.8202 1.0483 -1.5151

Atoms 1-2, force components in eV/Å:
-0.660 -0.395 -0.019
0.347 0.218 -0.494

Output
LUMO energy   0.5 eV
SMILES   C#Cc1ccc2c(c1CC[C@H](C)CCC=C(C)C)Sc1ccccc1N2CCCI

=====

4.
Molecular formula: C27H32N4O2S
Method: DFT, the ωB97M-V functional and the def2-TZVPD basis

Positions of all 66 atoms, in Å:
C1 0.5771 2.9490 -3.8807
C2 -0.0790 1.8289 -3.1489
N1 0.3225 0.6190 -3.3810
N2 -0.2300 -0.4172 -2.7756
C3 0.3118 -1.7315 -3.1165
C4 1.2014 -1.6630 -4.3444
C5 1.1248 -2.2360 -1.8981
O1 2.2588 -1.8611 -1.6878
N3 0.4607 -3.1181 -1.1388
C6 0.9450 -3.5572 0.1537
C7 -0.1382 -3.4131 1.2297
C8 0.3500 -2.6070 2.4386
N4 0.8570 -1.3042 2.0563
C9 -0.2063 -0.3684 1.7365
C10 0.3085 0.8838 1.0833
C11 1.3023 0.8148 0.1133
C12 1.7762 1.9652 -0.4896
C13 1.2624 3.2011 -0.1320
C14 0.2653 3.2780 0.8248
C15 -0.2088 2.1257 1.4274
C16 1.8725 -0.7529 2.9494
C17 1.5020 -0.7799 4.4390
C18 3.2146 -1.4456 2.7082
C19 -1.2532 -0.3643 -1.8422
O2 -1.7107 -1.3943 -1.3568
C20 -1.6956 0.9771 -1.5543
C21 -1.1196 2.0486 -2.2146
S1 -1.8003 3.5776 -1.7510
C22 -2.8594 2.7820 -0.6123
C23 -3.7654 3.4007 0.2330
C24 -4.5164 2.6095 1.0798
C25 -4.3740 1.2231 1.0783
C26 -3.4769 0.6047 0.2352
C27 -2.7000 1.3838 -0.6203
H1 -0.1572 3.4849 -4.4807
H2 1.0065 3.6521 -3.1695
H3 1.3578 2.5562 -4.5241
H4 -0.5456 -2.3940 -3.2826
H5 1.4855 -2.6709 -4.6349
H6 0.6833 -1.1800 -5.1679
H7 2.0977 -1.0977 -4.1062
H8 -0.5300 -3.2300 -1.3055
H9 1.8043 -2.9293 0.4010
H10 1.2806 -4.5968 0.0735
H11 -0.4639 -4.3933 1.5816
H12 -1.0065 -2.9201 0.7907
H13 -0.4777 -2.5317 3.1663
H14 1.1613 -3.1633 2.9092
H15 -0.8104 -0.0994 2.6236
H16 -0.8777 -0.8609 1.0272
H17 1.7134 -0.1448 -0.1554
H18 2.5504 1.8927 -1.2391
H19 1.6365 4.1035 -0.5944
H20 -0.1442 4.2381 1.1051
H21 -0.9890 2.1925 2.1740
H22 1.9893 0.2953 2.6533
H23 0.5295 -0.3191 4.5992
H24 1.4722 -1.7976 4.8211
H25 2.2403 -0.2217 5.0089
H26 3.2016 -2.4768 3.0528
H27 3.4470 -1.4355 1.6468
H28 4.0018 -0.9194 3.2422
H29 -3.8738 4.4742 0.2272
H30 -5.2246 3.0726 1.7505
H31 -4.9771 0.6286 1.7481
H32 -3.3605 -0.4671 0.2161

Atoms 1-2, force components in eV/Å:
-0.036 -0.064 0.037
0.021 -0.238 -0.038

Output
LUMO energy   0.1 eV
SMILES   Cc1nn([C@@H](C)C(=O)NCCCN(Cc2ccccc2)C(C)C)c(=O)c2c1sc1ccccc12

=====

5.
Molecular formula: C27H32N6NiO3P
Method: DFT, the ωB97M-V functional and the def2-TZVPD basis

Positions of all 70 atoms, in Å:
Ni1 -0.9343 0.0629 1.4358
C1 0.0989 -2.7878 4.3588
C2 -0.4192 -1.8816 3.2637
N1 -0.5079 -0.5809 3.2747
O1 -0.3856 0.1198 4.5045
C3 -0.8662 -2.4802 1.9681
C4 -0.9263 -3.9432 1.6365
N2 -1.3713 -1.6608 1.0674
O2 -2.1369 -2.0068 0.1478
H1 -0.0643 -2.4028 5.4158
H2 1.2000 -2.8506 4.2184
H3 -0.3739 -3.7770 4.2779
H4 0.0385 0.9561 4.1533
H5 -1.4284 -4.1351 0.6953
H6 -1.4380 -4.4812 2.4175
H7 0.1363 -4.3600 1.5102
O3 0.6816 1.1782 0.8117
P1 1.9866 0.8344 0.0811
C5 3.2161 0.1775 1.1671
C6 4.5814 0.5178 1.1133
C7 5.5396 -0.4379 1.4993
C8 5.1744 -1.6554 1.9876
C9 3.8196 -1.9423 2.1916
C10 2.8705 -0.9477 1.9848
C11 1.8619 -0.3866 -1.2714
C12 1.0678 0.0341 -2.3652
C13 0.7697 -0.9004 -3.4112
C14 1.1576 -2.2252 -3.2512
C15 2.0527 -2.5518 -2.2125
C16 2.4855 -1.6353 -1.2671
C17 2.7264 2.2117 -0.7173
C18 2.6027 3.4537 -0.0970
C19 3.0362 4.6437 -0.7156
C20 3.5442 4.5373 -2.0267
C21 3.7139 3.3225 -2.6120
C22 3.3442 2.1295 -2.0005
H8 4.8595 1.4036 0.5120
H9 6.6045 -0.2485 1.2892
H10 5.9599 -2.3726 2.1640
H11 3.5548 -2.9287 2.5690
H12 1.8468 -0.9883 2.1807
H13 0.7631 1.0790 -2.5168
H14 0.2589 -0.6008 -4.3000
H15 0.8549 -2.9720 -3.9730
H16 2.4341 -3.5470 -2.0716
H17 3.2992 -1.9381 -0.5458
H18 2.2745 3.5189 0.9727
H19 2.9696 5.4901 -0.0368
H20 3.6950 5.4903 -2.5319
H21 4.2223 3.2401 -3.5544
H22 3.4616 1.1888 -2.4722
C23 -4.9000 0.8737 -2.9120
C24 -5.9142 1.0954 -1.7302
C25 -6.3235 -0.2811 -1.1422
C26 -5.5463 2.1357 -0.6690
N3 -4.2060 1.8800 -0.1760
C27 -3.3826 0.8037 -0.0528
N4 -2.3082 1.0612 0.5951
N5 -2.4553 2.4957 0.8783
N6 -3.5971 2.8650 0.4914
H23 -5.2113 1.3918 -3.8697
H24 -4.6845 -0.2077 -3.1621
H25 -3.8978 1.3393 -2.7291
H26 -6.8920 1.4575 -2.1278
H27 -5.4133 -0.8468 -0.8323
H28 -6.7656 -0.8425 -1.8938
H29 -6.9372 -0.1822 -0.2645
H30 -6.2544 2.0221 0.1419
H31 -5.6152 3.1629 -1.0080
H32 -3.6081 -0.1863 -0.4563

Atoms 1-2, force components in eV/Å:
1.915 2.262 0.301
-0.177 0.701 0.967

Output
⟨S²⟩   2.01
2S+1   3
LUMO energy (alpha / beta)   -2.6 / -3.2 eV
Charge   +1

=====

6.
Molecular formula: C27H33AuIN8
Method: DFT, the ωB97M-V functional and the def2-TZVPD basis

Positions of all 70 atoms, in Å:
Au1 0.0417 -0.1235 -0.6228
C1 0.1244 1.6716 -3.1235
N1 -0.7758 1.6453 -1.9376
C2 -0.8746 2.9420 -1.2259
C3 -0.0079 2.9362 -0.0033
N2 0.2863 1.8301 0.6306
C4 1.0369 2.1949 1.7470
C5 1.6141 1.4244 2.7538
C6 2.3015 2.0949 3.7426
C7 2.4168 3.4965 3.7394
C8 1.8492 4.2703 2.7493
C9 1.1580 3.5858 1.7556
N3 0.4779 4.0228 0.6198
C10 1.4804 1.1951 -2.7208
N4 1.6674 0.5022 -1.6053
C11 3.0292 0.2043 -1.5001
C12 3.7685 -0.4318 -0.5073
C13 5.1303 -0.5185 -0.7104
C14 5.7452 0.0178 -1.8549
C15 5.0207 0.6718 -2.8290
C16 3.6489 0.7541 -2.6219
N5 2.6354 1.3698 -3.3606
H1 0.1879 2.6796 -3.5390
H2 -0.2909 1.0274 -3.9007
H3 -1.7009 1.3819 -2.2595
H4 -1.9146 3.0878 -0.9284
H5 -0.6143 3.7668 -1.8912
H6 1.5175 0.3456 2.7746
H7 2.7599 1.5363 4.5470
H8 2.9625 3.9788 4.5384
H9 1.9366 5.3482 2.7528
H10 0.3581 4.9827 0.3327
H11 3.3128 -0.8180 0.3943
H12 5.7469 -1.0000 0.0361
H13 6.8168 -0.0731 -1.9657
H14 5.4969 1.1023 -3.6994
H15 2.7632 1.8915 -4.2163
I1 2.2789 -4.3536 2.7985
C17 1.7081 -3.7357 0.9057
C18 1.8694 -4.5432 -0.2185
C19 1.4748 -4.0704 -1.4609
C20 0.9359 -2.8049 -1.5675
N6 0.7853 -2.0337 -0.4772
C21 1.1538 -2.4793 0.7377
H16 2.2993 -5.5321 -0.1238
H17 1.5854 -4.6767 -2.3493
H18 0.6263 -2.3913 -2.5161
H19 0.9929 -1.8138 1.5748
C22 -6.0022 -0.5666 0.6827
C23 -4.9556 -0.8453 1.7490
N7 -3.6613 -1.3117 1.1886
C24 -3.5034 -2.7698 1.0246
C25 -3.7898 -3.2643 -0.3894
C26 -2.7260 -0.4683 0.7970
C27 -2.9048 0.9937 1.0323
N8 -1.6101 -0.9217 0.2165
H20 -6.9117 -0.2034 1.1597
H21 -6.2579 -1.4663 0.1258
H22 -5.6736 0.1950 -0.0257
H23 -5.2960 -1.6316 2.4188
H24 -4.7802 0.0278 2.3717
H25 -4.1824 -3.2354 1.7341
H26 -2.5014 -3.0521 1.3624
H27 -4.8467 -3.1749 -0.6298
H28 -3.5209 -4.3167 -0.4730
H29 -3.2298 -2.7068 -1.1433
H30 -3.1297 1.1807 2.0813
H31 -3.7389 1.3811 0.4466
H32 -1.9876 1.5184 0.7975
H33 -1.6129 -1.9215 0.0787

Atoms 1-2, force components in eV/Å:
0.141 0.040 0.715
0.011 0.077 0.056

Output
LUMO energy   -10.3 eV
Charge   +3